Below is a molecular structure, C25H25BCl2IrN10, with properties calculated with ωB97M-V/def2-TZVPD.

Last column: Löwdin charge in e.
Atoms and positions in Å:
Ir (-0.050, 0.962, -0.524)  1.45
Cl (2.656, -2.227, 3.889)  0.57
Cl (0.017, -1.160, 3.099)  0.57
N (-2.060, -3.104, -1.463)  -0.02
N (-0.028, -1.962, -0.418)  0.03
N (-1.021, 2.625, -0.983)  -0.10
N (0.458, 2.285, 1.107)  -0.08
N (-1.229, -0.955, -2.385)  0.04
N (-3.421, -3.135, -1.534)  0.07
N (-0.460, 0.139, -2.318)  -0.14
N (0.835, -0.913, -0.255)  -0.11
N (-1.683, 0.232, 0.289)  -0.12
N (-2.248, -0.930, -0.115)  0.06
C (3.154, 1.705, 0.460)  -0.10
C (-3.725, -4.298, -2.073)  -0.12
C (1.102, -1.628, 4.445)  -0.95
C (-1.598, 4.793, -0.566)  0.05
C (-2.313, 4.277, -1.713)  0.09
C (-0.982, -0.208, -4.449)  0.00
C (-0.837, 3.758, -0.145)  -0.21
C (-2.568, -5.043, -2.386)  -0.03
C (5.103, 1.729, 2.416)  -0.04
C (-3.498, -0.090, 1.513)  0.00
C (-1.925, 2.942, -1.904)  -0.04
C (3.769, 1.859, 2.765)  -0.03
C (5.467, 1.583, 1.084)  -0.05
C (1.931, -1.401, 0.335)  -0.13
C (-3.348, -1.137, 0.615)  -0.01
C (1.337, 1.996, 2.237)  -0.14
C (-1.531, -4.245, -1.996)  -0.08
C (0.547, -3.075, 0.063)  -0.04
C (-1.561, -1.190, -3.661)  0.00
C (2.776, 1.833, 1.791)  -0.22
C (0.015, 3.483, 0.982)  -0.02
C (-2.425, 0.749, 1.279)  -0.11
C (-0.294, 0.610, -3.561)  -0.11
C (4.490, 1.579, 0.102)  -0.06
C (1.807, -2.767, 0.529)  -0.05
B (-1.416, -1.810, -1.106)  -0.65
H (-1.676, 5.779, -0.139)  0.14
H (2.413, 1.738, -0.343)  0.08
H (0.950, 1.094, 2.706)  0.05
H (-4.280, 0.037, 2.241)  0.12
H (0.021, -4.013, 0.058)  0.13
H (0.595, -2.398, 5.012)  0.04
H (6.510, 1.489, 0.812)  0.12
H (-4.758, -4.567, -2.221)  0.12
H (1.288, 2.807, 2.967)  0.13
H (-1.036, -0.112, -5.519)  0.12
H (0.310, 1.483, -3.751)  0.13
H (2.524, -3.436, 0.968)  0.11
H (-0.468, -4.395, -2.089)  0.12
H (3.497, 1.977, 3.808)  0.13
H (4.765, 1.488, -0.941)  0.12
H (-2.254, 2.228, -2.641)  0.13
H (-2.151, 1.677, 1.750)  0.12
H (-2.167, -2.043, -3.920)  0.14
H (1.271, -0.741, 5.044)  0.03
H (2.756, -0.754, 0.578)  0.10
H (-3.940, -2.018, 0.438)  0.13
H (-3.033, 4.822, -2.303)  0.14
H (5.863, 1.755, 3.185)  0.12
H (-2.508, -6.014, -2.846)  0.11
H (0.266, 4.255, 1.704)  0.16

**Total charge**: +2
**LUMO energy (spin up / spin down)**: -7.43 / -9.46 eV
**Molar mass**: 739.48 u
**Expectation value of S²**: 0.779
**Spin multiplicity**: 2
**HOMO (spin up / spin down)**: -0.5186 / -0.5186 Eh
**HOMO-LUMO gap (spin up / spin down)**: 6.7 / 4.7 eV
**ΔE to the lowest compared entry with this formula, charge and spin**: 1.668 eV

=====

Below is a molecular structure, C54H43AsBCl5CrN6OPS3, with properties calculated with ωB97M-V/def2-TZVPD.

Last column: Löwdin charge in e.
Atoms and positions in Å:
As (5.483, 0.453, -0.337)  1.31
Cr (-1.801, 0.256, 0.348)  0.63
Cl (-1.932, 5.868, -4.265)  0.66
Cl (-4.031, 5.252, 0.651)  0.67
Cl (-2.023, 1.015, -1.900)  0.84
Cl (-3.065, 7.121, -1.653)  0.66
Cl (-1.573, 2.789, -4.485)  0.75
S (-1.218, -5.634, -0.777)  1.02
S (-2.665, -4.748, 1.796)  1.05
S (-1.906, -2.439, -3.102)  1.09
P (0.820, 0.452, -0.487)  1.09
O (-1.642, -1.647, -0.247)  -0.27
N (-2.234, 2.565, 2.095)  0.00
N (-2.029, -0.303, 2.325)  -0.01
N (-4.293, 1.429, 1.392)  0.00
N (-3.794, 0.630, 0.450)  -0.07
N (-2.887, 0.401, 3.076)  -0.01
N (-1.514, 2.112, 1.066)  -0.10
C (-1.830, 3.795, 2.435)  -0.08
C (4.720, 5.132, -0.310)  -0.09
C (-4.721, 0.489, -0.492)  -0.16
C (-1.834, -1.460, 2.946)  -0.12
C (0.355, -4.105, 0.844)  -0.24
C (-2.880, -3.417, 0.711)  -0.46
C (4.986, -1.282, 3.514)  -0.08
C (-3.247, -0.306, 4.153)  -0.04
C (-2.360, 4.858, -2.939)  -0.72
C (0.604, -3.668, -1.257)  -0.22
C (4.739, -0.861, 2.218)  -0.11
C (-2.159, 3.483, -3.022)  -0.68
C (0.754, 0.709, -4.623)  -0.12
C (5.222, 2.396, -0.226)  -0.42
C (5.635, -0.031, 1.556)  -0.42
C (-3.080, 3.196, -0.778)  -0.14
C (0.945, -1.698, 1.062)  -0.13
C (0.300, -6.497, -0.747)  -0.38
C (-3.735, -4.190, -3.464)  -0.17
C (0.528, 0.283, -3.326)  -0.18
C (0.906, -2.224, -1.380)  -0.05
C (-0.636, 3.065, 0.754)  -0.14
C (1.457, -5.894, -0.504)  -0.12
C (-1.892, -2.989, -0.363)  -0.53
C (1.853, 2.658, -3.790)  -0.08
C (0.962, -1.363, -0.356)  -0.38
C (-0.619, -3.937, -0.345)  -0.45
C (4.714, 4.393, -1.482)  -0.09
C (-4.797, -3.360, 2.017)  -0.17
C (1.041, 0.987, -2.238)  -0.37
C (6.147, -0.901, 4.162)  -0.09
C (4.971, 3.036, -1.437)  -0.15
C (0.702, -2.888, 1.610)  -0.05
C (2.549, 0.856, 0.110)  -0.36
C (-4.167, -4.429, 2.565)  -0.40
C (-0.795, 4.157, 1.598)  -0.03
C (5.000, 4.512, 0.896)  -0.08
C (5.246, 3.149, 0.939)  -0.11
C (-5.530, 1.811, 1.057)  -0.05
C (-2.584, -1.515, 4.117)  -0.03
C (-3.505, -4.147, -2.069)  -0.16
C (1.452, -4.436, -0.210)  -0.20
C (-2.898, 5.413, -1.779)  -0.72
C (-4.061, -2.784, 0.958)  -0.11
C (1.433, 1.891, -4.863)  -0.12
C (-2.534, -3.261, -1.717)  -0.47
C (3.564, 0.057, -0.693)  -0.43
C (7.062, -0.092, 3.508)  -0.09
C (-5.851, 1.224, -0.152)  -0.02
C (6.806, 0.336, 2.218)  -0.15
C (-2.943, -3.330, -4.150)  -0.38
C (-2.468, 2.705, -1.911)  -0.61
C (-3.291, 4.563, -0.750)  -0.71
C (1.665, 2.209, -2.494)  -0.11
B (-3.423, 1.758, 2.608)  -0.52
H (0.565, -4.140, -2.242)  0.14
H (-4.452, -4.845, -3.929)  0.10
H (-2.893, -3.165, -5.208)  0.06
H (1.155, -0.870, 1.734)  0.10
H (-4.493, -5.069, 3.361)  0.06
H (-6.104, 2.462, 1.683)  0.13
H (3.841, -1.202, 1.718)  0.08
H (2.331, 3.613, -3.957)  0.11
H (2.002, 2.837, -1.682)  0.09
H (5.027, 5.094, 1.807)  0.10
H (-6.758, 1.322, -0.711)  0.10
H (0.034, 2.962, -0.080)  0.09
H (-0.098, -0.578, -3.177)  0.01
H (0.192, -7.548, -0.948)  0.07
H (7.980, 0.193, 4.001)  0.10
H (4.516, 4.875, -2.430)  0.10
H (1.023, -1.870, -2.391)  0.09
H (7.528, 0.960, 1.699)  0.10
H (4.514, 6.192, -0.339)  0.10
H (-1.177, -2.195, 2.532)  0.07
H (2.389, -6.439, -0.505)  0.11
H (2.448, -4.041, -0.006)  0.15
H (1.586, 2.232, -5.876)  0.11
H (-2.298, 4.339, 3.230)  0.12
H (-4.012, 2.322, 3.461)  0.13
H (5.452, 2.668, 1.888)  0.09
H (4.968, 2.451, -2.352)  0.10
H (0.377, 0.119, -5.447)  0.11
H (-3.947, 0.087, 4.861)  0.13
H (-5.752, -2.992, 2.349)  0.10
H (3.420, 0.246, -1.762)  0.06
H (2.720, 1.929, 0.001)  0.06
H (-0.251, 5.079, 1.583)  0.11
H (6.345, -1.245, 5.167)  0.10
H (0.115, -4.932, 1.513)  0.12
H (-4.544, -0.125, -1.356)  0.11
H (-2.641, -2.320, 4.819)  0.10
H (4.273, -1.922, 4.015)  0.10
H (-4.026, -4.774, -1.367)  0.12
H (0.822, -3.017, 2.678)  0.12
H (2.621, 0.637, 1.178)  0.07
H (-4.397, -1.934, 0.390)  0.10
H (3.419, -1.017, -0.546)  0.05

**LUMO energy (spin up / spin down)**: -1.52 / -0.91 eV
**Molar mass**: 1234.15 u
**Expectation value of S²**: 0.763
**Spin multiplicity**: 2
**HOMO (spin up / spin down)**: -0.2575 / -0.2575 Eh
**HOMO-LUMO gap (spin up / spin down)**: 5.5 / 6.1 eV

=====

Below is 15 unconnected molecules or ions with the total composition C11H52O20, with properties calculated with ωB97M-V/def2-TZVPD.

Last column: Löwdin charge in e.
Atoms and positions in Å:
O (3.111, 4.510, 0.229)  -0.05
O (-3.142, 1.557, 4.003)  -0.07
O (2.230, -1.186, 0.738)  -0.06
O (3.007, 1.286, -1.303)  -0.08
O (0.186, -1.385, 5.275)  -0.10
O (-2.062, 0.050, 6.313)  -0.07
O (1.886, 1.299, -3.865)  -0.07
O (-0.768, 1.637, -3.277)  -0.03
O (1.888, -1.549, -4.140)  -0.10
O (-4.217, 3.635, 2.356)  -0.10
O (2.863, -3.768, 0.303)  -0.11
O (1.414, 0.185, 3.075)  -0.04
O (-3.959, 1.828, -0.053)  -0.08
O (-1.106, 1.754, -0.613)  -0.13
O (-0.991, 3.603, 1.967)  -0.02
O (-2.111, -1.190, -1.041)  -0.06
O (-0.481, -2.689, -2.838)  -0.08
O (0.283, -5.454, -1.591)  -0.11
O (3.468, -2.167, -2.067)  -0.18
O (-3.700, 0.536, -2.820)  -0.10
C (1.693, -5.164, -1.200)  -0.21
C (-4.733, 2.030, -1.219)  -0.24
C (-0.492, 0.511, -0.307)  -0.23
C (3.750, 3.333, -0.308)  -0.24
C (2.604, 2.452, -0.600)  -0.27
C (-4.012, 1.918, -2.543)  -0.20
C (-1.114, -1.387, 4.602)  -0.22
C (-2.191, -1.214, 5.666)  -0.23
C (-1.566, -0.521, 0.063)  -0.22
C (1.560, -4.107, -0.193)  -0.28
C (4.766, -1.615, -1.904)  -0.14
H (-2.856, -0.692, -1.402)  0.07
H (0.061, 2.079, -3.544)  0.06
H (1.811, -0.622, 1.437)  0.03
H (-3.001, 1.930, -0.217)  0.06
H (2.745, -2.808, 0.638)  0.07
H (2.194, 1.709, -4.687)  0.08
H (-0.576, 0.718, -3.446)  0.06
H (0.780, 0.849, 3.318)  0.04
H (2.689, 1.349, -2.221)  0.04
H (5.046, -1.188, -2.921)  0.10
H (-5.189, 3.020, -1.155)  0.12
H (-5.573, 1.349, -1.235)  0.12
H (-0.300, 4.157, 1.548)  0.07
H (-1.245, -2.384, 4.137)  0.13
H (-4.723, 2.269, -3.335)  0.13
H (0.347, -6.060, -2.352)  0.09
H (-1.106, -0.637, 3.773)  0.11
H (4.283, 3.555, -1.215)  0.11
H (2.259, -4.904, -2.075)  0.11
H (2.228, 2.188, 0.383)  0.12
H (4.892, -0.840, -1.161)  0.06
H (-1.065, -2.359, -2.139)  0.01
H (-0.413, -3.662, -2.640)  0.05
H (1.254, -0.426, 3.797)  0.02
H (1.926, 3.077, -1.179)  0.13
H (-3.965, 2.096, 4.073)  0.06
H (-3.140, -1.364, 5.230)  0.10
H (-2.429, 0.789, 5.836)  0.04
H (-3.036, 2.447, -2.596)  0.11
H (0.174, 0.720, 0.587)  0.10
H (0.988, -3.188, -0.547)  0.13
H (0.097, -0.593, 5.841)  0.09
H (-3.301, 3.987, 2.428)  0.02
H (3.680, 5.140, 0.585)  0.05
H (-0.916, 1.802, -1.610)  0.06
H (-1.049, 2.892, 1.390)  -0.03
H (2.445, -1.991, -3.468)  0.00
H (-1.016, -1.307, 0.652)  0.13
H (4.459, 2.806, 0.392)  0.14
H (1.015, -2.030, -3.991)  0.04
H (-2.244, -0.011, 0.704)  0.10
H (-2.517, 2.232, 3.695)  0.02
H (3.321, -2.887, -1.392)  0.07
H (2.411, -0.536, 0.026)  0.04
H (0.978, -4.594, 0.586)  0.12
H (-1.940, -1.992, 6.395)  0.13
H (5.497, -2.449, -1.680)  0.10
H (0.252, 0.226, -1.064)  0.12
H (-4.190, 0.055, -3.512)  0.11
H (-4.177, 3.160, 1.469)  0.04
H (1.978, 0.340, -4.099)  0.04
H (2.094, -6.146, -0.746)  0.15

**LUMO energy**: 0.23 eV
**Molar mass**: 504.52 u
**HOMO**: -0.3660 Eh
**HOMO-LUMO gap**: 10.2 eV

=====

Below is a single C3H5NOS molecule, with properties calculated with ωB97M-V/def2-TZVPD.

Last column: Löwdin charge in e.
Atoms and positions in Å:
S (-0.925, 1.743, 0.112)  0.78
O (-2.678, -0.872, 0.082)  0.05
N (-0.485, 0.126, -0.369)  -0.46
C (1.875, 0.571, -0.180)  -0.05
C (-1.494, -1.035, 0.035)  -0.24
C (0.820, -0.223, -0.315)  -0.37
H (-1.963, 1.265, 0.955)  -0.08
H (-0.888, -2.020, 0.066)  0.15
H (1.823, 1.638, -0.255)  0.01
H (2.954, 0.165, 0.034)  0.09
H (0.960, -1.358, -0.167)  0.12

**LUMO energy**: 0.57 eV
**Molar mass**: 103.15 u
**HOMO**: -0.3145 Eh
**HOMO-LUMO gap**: 9.1 eV
**ΔE to the lowest compared entry with this formula, charge and spin**: 2.673 eV
**SMILES string**: C=CN(S)C=O

=====

Below is 2 unconnected molecules or ions with the total composition C4H7ClN2, with properties calculated with ωB97M-V/def2-TZVPD.

Last column: Löwdin charge in e.
Atoms and positions in Å:
Cl (1.741, 0.999, 1.702)  0.68
N (-1.658, -0.354, 2.366)  0.18
N (1.097, -1.670, 0.260)  0.13
C (-0.795, 0.115, 1.705)  -0.28
C (-1.030, 0.058, -1.262)  -0.11
C (0.023, 0.903, -0.554)  -0.30
C (0.287, 0.492, 0.868)  -0.70
H (-1.804, 0.714, -1.694)  0.08
H (-0.642, -0.477, -2.106)  0.07
H (1.295, -1.695, 1.193)  -0.07
H (-0.026, 2.025, -0.612)  0.12
H (1.117, 0.823, -1.124)  0.15
H (1.931, -1.379, -0.229)  0.00
H (-1.537, -0.554, -0.511)  0.07

**LUMO energy (spin up / spin down)**: -0.78 / -1.22 eV
**Molar mass**: 118.57 u
**HOMO (spin up / spin down)**: -0.3315 / -0.3926 Eh
**HOMO-LUMO gap (spin up / spin down)**: 8.2 / 9.5 eV
**ΔE to the lowest compared entry with this formula, charge and spin**: 4.681 eV

=====

Below is 2 unconnected molecules or ions with the total composition C5H10O, with properties calculated with ωB97M-V/def2-TZVPD.

Last column: Löwdin charge in e.
Atoms and positions in Å:
O (0.013, 1.919, 1.251)  -0.22
C (-0.669, 0.820, 1.369)  0.02
C (-1.593, -2.125, -0.595)  -0.02
C (-0.176, -0.220, -1.368)  -0.13
C (-0.393, -1.625, -0.871)  -0.25
C (1.456, 1.923, 1.238)  -0.06
H (0.078, -0.022, 1.481)  0.02
H (1.773, 2.939, 1.477)  0.09
H (1.833, 1.212, 1.977)  0.09
H (-2.494, -1.525, -0.713)  0.06
H (-1.725, -3.145, -0.246)  0.05
H (-0.475, -0.110, -2.416)  0.08
H (0.489, -2.252, -0.735)  0.09
H (1.800, 1.648, 0.237)  0.08
H (0.875, 0.082, -1.296)  0.06
H (-0.792, 0.482, -0.791)  0.03

**LUMO energy**: 0.82 eV
**Molar mass**: 86.13 u
**HOMO**: -0.3163 Eh
**HOMO-LUMO gap**: 9.4 eV
**ΔE to the lowest compared entry with this formula, charge and spin**: 4.495 eV